A molecular structure, C25H26IrN5O4 in a non-equilibrium geometry. Source: the Open Molecules 2025 dataset; level of theory: wB97M-V/def2-TZVPD.

The geometry in ORCA input format:
```
! RIJCOSX wB97M-V def2-TZVPD def2/J DEFGRID3
* xyz 0 5
Ir -0.719 2.084 -0.691
C 2.461 1.125 0.089
N 1.835 2.123 -0.780
C 2.249 1.942 -2.169
C 2.138 3.475 -0.312
C 1.147 4.474 -0.851
C 1.466 5.824 -0.911
C 0.525 6.747 -1.340
C -0.739 6.321 -1.725
C -1.058 4.973 -1.668
C -0.123 4.034 -1.228
H 3.530 1.337 0.221
H 2.361 0.137 -0.357
H 1.969 1.119 1.061
H 3.344 1.946 -2.257
H 1.842 2.741 -2.786
H 1.866 0.993 -2.545
H 3.161 3.758 -0.595
H 2.076 3.475 0.779
H 2.454 6.155 -0.610
H 0.773 7.800 -1.372
H -1.479 7.033 -2.066
H -2.049 4.662 -1.980
N -3.069 1.663 -0.381
N -3.379 2.003 0.940
C -2.355 2.232 1.898
O -2.707 2.237 3.063
O -1.175 2.439 1.433
H -3.649 2.191 -1.020
H -3.193 0.671 -0.566
H -4.231 1.635 1.328
O -0.929 0.123 -2.111
C -0.563 -0.578 -1.146
N -0.446 -1.922 -1.111
C -0.186 -2.375 0.252
C -0.008 -0.975 0.965
O 0.298 -0.824 2.122
N -0.243 -0.012 0.034
C -1.373 -3.147 0.833
C -1.695 -3.069 2.184
C -2.755 -3.803 2.696
C -3.502 -4.631 1.873
C -3.180 -4.723 0.528
C -2.123 -3.988 0.014
C 1.081 -3.231 0.331
C 1.533 -3.900 -0.802
C 2.655 -4.714 -0.745
C 3.340 -4.873 0.449
C 2.889 -4.219 1.586
C 1.764 -3.409 1.532
H -0.806 -2.503 -1.845
H -1.124 -2.423 2.837
H -2.996 -3.720 3.748
H -4.327 -5.203 2.277
H -3.746 -5.372 -0.129
H -1.884 -4.100 -1.037
H 1.016 -3.785 -1.747
H 2.990 -5.225 -1.638
H 4.217 -5.505 0.495
H 3.412 -4.336 2.526
H 1.420 -2.908 2.424
*
```

The energy relative to the best compared isomer or geometry (same formula, charge and spin) comes out at 28.7 kcal per mole. The calculation puts the electronic energy at -1647.2529 hartree. The HOMO-LUMO gap (spin up / spin down) is 7.82 / 7.47 eV. The HOMO energy (spin up / spin down) comes out at -7.67 / -9.15 eV.

Results of the Mulliken charge analysis, in e, for atoms 1 through 8: 1.592 -1.478 0.508 -1.089 -1.048 1.156 -0.757 -0.571